[1]
The following is a quantum chemistry calculation of a molecular structure, C34H29NO4P2Ta in a non-equilibrium geometry, from the OMol25 dataset.

As for the charge: +3. The calculation puts the HOMO energy at -16.96 eV. For the molar mass, the calculation gives 758.5 g mol⁻¹. The value obtained for the total energy is -2407.55579 Ha. For the HOMO-LUMO gap, the calculation gives 0.1851 Ha.

Each line ends with the Mulliken charge.
CARTESIAN COORDINATES (ANGSTROEM)
O -1.73 17.27 11.43  -0.4518
C -3.64 14.71 9.05  1.2464
O 3.12 14.90 10.12  -0.4658
C -4.66 13.81 8.77  -0.4961
C -0.19 12.68 13.24  0.3570
H -3.23 12.45 12.01  0.3182
H -2.82 11.24 10.62  0.4460
C -4.38 16.15 7.28  -0.7045
Ta -0.71 15.64 11.14  1.4282
H -1.95 11.86 14.21  0.2921
H 3.92 17.74 10.05  0.5518
O 0.87 14.80 10.44  -0.1958
C 2.08 15.51 10.23  0.0706
H 2.81 14.24 16.52  0.4546
C 0.75 10.07 13.21  -0.6240
H -4.71 12.87 9.31  0.3354
C 1.57 11.09 12.72  -0.7897
C 1.10 12.40 12.72  -0.3572
C 1.90 16.97 10.30  0.7522
H -4.27 17.00 6.63  0.4441
O -1.83 19.55 11.53  -0.4486
C -5.46 15.30 7.08  -0.5624
H 3.17 20.07 10.35  0.5192
H -3.99 15.35 12.68  0.3723
C -0.97 11.67 13.76  -0.1431
C -1.72 12.73 9.46  0.6935
H -0.19 17.20 13.88  0.4827
C -5.60 14.13 7.82  -0.9773
H 1.06 9.03 13.16  0.4746
H 2.57 10.89 12.33  0.4930
C 2.51 16.23 15.73  -0.6849
H 0.75 13.31 15.47  0.5737
C -0.13 11.90 7.90  -0.7557
H -2.62 16.56 8.51  0.1756
C 1.11 19.60 10.74  -0.8423
C -1.33 10.37 9.36  -0.7905
C 2.44 19.29 10.44  -0.2693
C -3.47 15.89 8.30  -0.0106
C 2.87 17.95 10.27  -0.7802
C -0.50 10.37 13.78  -0.9273
P -0.80 14.37 13.28  0.5500
C 1.62 17.09 15.07  -0.7509
H -6.40 13.46 7.61  0.4790
H -1.10 9.59 14.22  0.5221
C -1.19 18.56 11.28  -0.0146
H -4.55 13.95 13.62  0.4214
H 0.30 9.80 8.11  0.5158
C -2.51 14.48 13.97  -1.0165
H -2.63 13.83 14.84  0.8001
C -0.82 12.97 8.42  -0.1994
C 0.31 15.17 14.46  0.5467
C 0.23 18.55 10.88  1.0383
H 0.78 20.62 10.94  0.5500
C -3.71 14.34 13.00  -1.0765
C 0.54 16.56 14.40  -0.3391
H -4.61 13.36 11.35  0.6240
C 1.05 14.35 15.32  -0.5922
H -2.56 15.48 14.39  0.4235
H -0.71 13.98 8.02  0.5317
C -2.02 11.45 9.90  -0.3105
C -0.31 10.61 8.44  -0.6480
H -6.21 15.58 6.35  0.4161
H -1.57 9.37 9.68  0.4850
H 1.80 18.17 15.08  0.4710
H 1.75 13.19 12.36  0.4116
C -3.59 13.46 11.76  -0.6788
P -2.50 14.13 10.31  0.4343
H 3.40 16.63 16.17  0.4967
N 0.62 17.27 10.63  -0.0200
C 2.18 14.88 15.92  -0.7186
H 0.59 12.07 7.10  0.4437

[2]
The following is a quantum chemistry calculation of a molecular structure, C14H27O3S5ScSe2Si, from the OMol25 dataset.

The calculation puts the relative energy (zero: lowest compared OMol25 entry of this formula, charge and spin) at 6.31 kcal/mol. As for the charge: -2. The calculation puts the HOMO energy at -1.09 eV. For the molar mass, the calculation gives 634.7 g mol⁻¹. The value obtained for the total energy is -8619.61732 Ha. For the HOMO-LUMO gap, the calculation gives 0.2050 Ha.

Each line ends with the Mulliken charge.
CARTESIAN COORDINATES (ANGSTROEM)
H 2.13 -1.57 1.69  0.4224
H 3.99 -1.67 -2.47  0.4931
C 2.92 -1.43 -2.52  -2.3263
S -4.57 -0.11 -0.20  -0.2317
H -0.27 -4.51 2.74  0.2781
Sc 0.54 -0.33 -0.34  0.1417
C 2.76 -0.04 -3.14  2.8182
C 3.43 -0.18 -4.52  -1.0989
H 0.43 -1.70 2.13  0.2394
H 1.43 -4.60 3.20  0.2882
H -1.01 -3.93 -0.25  0.2464
C -2.41 1.38 -0.59  0.1118
H 4.46 -0.52 -4.40  0.4162
S -3.67 2.50 -1.12  -0.2353
Se 2.86 1.32 -0.47  -0.3003
H 3.09 -5.28 0.62  0.3544
C -2.83 0.18 -0.16  0.1361
H 3.08 -4.09 -0.69  0.2556
H 2.88 -0.94 -5.09  0.4134
C 0.03 -4.18 -0.49  -0.9041
H 3.47 1.96 -2.82  0.4140
S -0.77 1.97 -0.62  -0.3424
C 0.73 -4.76 2.38  -1.2615
H 0.74 -5.82 2.11  0.3147
O -6.22 1.84 -0.90  -0.6747
H 2.66 1.49 -5.14  0.3867
O 3.51 1.03 -5.26  -0.5494
H 2.79 0.62 3.14  0.2754
C -0.84 1.29 2.89  -0.6401
H -1.53 1.69 2.15  0.1657
C 3.52 1.00 -2.31  -1.5700
O 2.38 -1.58 -1.21  0.1199
H 0.27 -3.64 -1.42  0.1368
S -1.82 -1.10 0.46  -0.5406
S 0.80 1.45 2.18  0.2139
H 4.58 0.72 -2.26  0.4538
H 3.70 -3.64 0.90  0.3191
C 2.93 -4.23 0.38  -1.1770
H 2.42 -2.17 -3.14  0.3584
H 1.11 0.65 -4.39  0.2089
H -1.09 0.24 3.05  0.1316
C 1.28 0.39 -3.34  -1.3375
H 1.74 1.27 4.41  0.3467
H 0.09 -5.26 -0.68  0.3322
Se -0.13 -0.91 -2.91  -0.4286
H -0.92 1.86 3.82  0.3774
C 1.76 0.68 3.49  -0.8539
Si 1.19 -3.66 0.89  0.5972
H 1.08 1.29 -2.77  0.4084
H 1.41 -0.33 3.69  0.1988
C -5.07 1.48 -0.77  0.5909
H 2.97 -1.10 -0.60  0.1768
C 1.14 -1.87 1.32  -0.6703

[3]
The following is a quantum chemistry calculation of a molecular structure, C5H8O in a non-equilibrium geometry, from the OMol25 dataset.

The calculation puts the relative energy (zero: lowest compared OMol25 entry of this formula, charge and spin) at 155.72 kcal/mol. As for the charge: 0. The calculation puts the HOMO energy (alpha / beta) at -9.38 / -8.54 eV. For the molar mass, the calculation gives 84.1 g mol⁻¹. The value obtained for the total energy is -270.30973 Ha. For the HOMO-LUMO gap (alpha / beta), the calculation gives 0.3357 / 0.3110 Ha.

Each line ends with the Mulliken charge.
CARTESIAN COORDINATES (ANGSTROEM)
H -1.07 1.87 0.19  0.3269
H -0.60 -1.53 1.44  0.2912
C -0.65 1.01 -0.33  -0.8250
C 1.68 0.12 -0.45  -1.4611
H -0.33 1.41 -1.30  0.2866
H 1.37 -0.28 -1.45  0.3909
H 2.12 1.10 -0.64  0.3477
H 2.43 -0.57 -0.06  0.3538
H 0.26 -1.96 -0.05  0.2833
C -1.41 -0.40 -0.24  0.2534
C 0.42 0.19 0.37  0.7983
H -1.88 0.51 1.49  0.0410
O -2.58 -0.60 -0.01  -0.4799
C -0.27 -1.15 0.46  -0.6071